Entry 1:
DFT (ωB97M-V with the def2-TZVPD basis set) results for one molecule with the formula C4H5NO in a non-equilibrium geometry.

Computed properties:
- LUMO (spin up / spin down): -1.54 / -0.88 eV
- Total energy: -7761.48249 eV
- E_HOMO (spin up / spin down): -0.3320 / -0.3483 hartree
- Energy relative to the best compared isomer or geometry (same formula, charge and spin): 116.3 kcal/mol

Cartesian coordinates (Å):
O -0.85295 1.67583 -0.30839
C -0.85310 0.49287 -0.03770
C -1.61913 -0.60303 -0.41126
N 0.82091 -0.84692 -0.30211
C 1.58023 0.38718 -0.05546
C 0.47160 -0.09959 0.77560
H -1.38436 -1.58374 -0.02230
H -2.60290 -0.43919 -0.84676
H 1.35514 1.27463 -0.65250
H 2.62991 0.20573 0.16839
H 0.36734 -0.44219 1.80140

Cartesian forces (eV/Å) of the 6 atoms listed first:
O -0.405 -0.512 -0.077
C 1.135 0.620 0.798
C -1.039 -0.236 -0.130
N 0.725 -0.648 -0.648
C 0.266 0.135 0.007
C -0.874 0.683 0.224

Entry 2:
DFT (ωB97M-V with the def2-TZVPD basis set) results for a 2-piece molecular cluster, C3H3ClFO2 overall in a non-equilibrium geometry.

Computed properties:
- LUMO (spin up / spin down): 3.17 / 3.60 eV
- Charge: -1
- Total energy: -22492.58101 eV
- E_HOMO (spin up / spin down): -0.1538 / -0.1850 hartree
- Energy relative to the best compared isomer or geometry (same formula, charge and spin): 76.6 kcal/mol

Cartesian coordinates (Å):
C -1.44848 0.97533 -0.25782
C 2.13533 -0.26017 -0.12595
C -0.79698 -0.38303 0.32819
O -1.67197 0.89934 -1.46236
O -1.57832 1.85771 0.59010
F -0.91935 -0.57135 1.66753
Cl -1.40185 -1.90718 -0.32816
H 1.84304 0.61236 0.48655
H 2.06534 0.02859 -1.16300
H 1.77324 -1.25161 0.26493

Cartesian forces (eV/Å) of the 6 atoms listed first:
C 0.661 -0.467 0.151
C -1.689 0.158 1.111
C -1.047 -0.259 0.514
O -0.155 0.049 -0.365
O -0.013 0.014 0.202
F 0.547 0.660 -0.047

Entry 3:
DFT (ωB97M-V with the def2-TZVPD basis set) results for a 5-piece molecular cluster, C28H29BIN4O10 overall.

Computed properties:
- LUMO: 0.58 eV
- Charge: -1
- Total energy: -64711.36410 eV
- E_HOMO: -0.1881 hartree

Cartesian coordinates (Å):
C 0.38154 1.90164 6.22868
C -0.48103 2.00252 4.96086
C -0.46217 3.37706 4.32743
I -1.51465 2.95555 2.22363
C 0.88885 4.02568 3.96816
O 0.62825 5.39192 4.01111
B -0.26963 5.52663 5.18193
O -1.17737 4.27775 4.95847
H 0.74198 2.87794 6.55144
H 1.22359 1.22720 6.08189
H -0.20227 1.49768 7.05473
H -0.15218 1.28115 4.21760
H -1.52055 1.77322 5.19286
H 1.20790 3.74061 2.96724
H 1.63212 3.72981 4.72322
H 0.36458 5.32486 6.23612
H -0.89490 6.56810 5.19575
C -3.35925 -2.04564 1.22415
C -3.01318 -0.89795 1.92354
C -1.95068 -0.91873 2.81248
C -1.25946 -2.10623 2.97477
C -1.58091 -3.26333 2.29078
C -2.64720 -3.22562 1.40613
N -0.10228 -2.11490 3.89857
O 0.11086 -1.08261 4.49512
O 0.56184 -3.13008 3.98340
H -4.18381 -2.02302 0.52334
H -3.55699 0.02482 1.77357
H -1.65094 -0.03072 3.35068
H -1.00093 -4.16085 2.44778
H -2.91947 -4.11007 0.84746
C 2.11803 6.85019 1.19096
C 2.78590 6.95822 -0.02326
C 2.09200 6.82117 -1.21314
C 0.73134 6.57462 -1.14979
C 0.04613 6.45736 0.04574
C 0.75314 6.60298 1.23085
N -0.01076 6.43575 -2.41634
O 0.61831 6.51624 -3.45784
O -1.20996 6.25414 -2.36034
H 2.65676 6.94830 2.12448
H 3.85136 7.14709 -0.04620
H 2.58252 6.89787 -2.17117
H -1.01260 6.24635 0.04973
H 0.26536 6.49304 2.19069
C 0.74535 -6.17115 -2.86263
C -0.06385 -7.23745 -3.23276
C -1.38803 -7.28036 -2.82911
C -1.87279 -6.23485 -2.06698
C -1.09062 -5.16155 -1.68304
C 0.23571 -5.13964 -2.08443
N -3.28813 -6.26876 -1.64325
O -3.94511 -7.24781 -1.93125
O -3.70997 -5.30571 -1.03408
H 1.77950 -6.14362 -3.18155
H 0.33693 -8.04067 -3.83600
H -2.03905 -8.09825 -3.09764
H -1.51046 -4.36887 -1.08167
H 0.87127 -4.31453 -1.79162
C 0.38742 -1.95261 -6.87660
C 1.20581 -3.02784 -7.19762
C 2.22418 -3.40854 -6.33931
C 2.39617 -2.69503 -5.16832
C 1.59800 -1.61962 -4.82689
C 0.58441 -1.24962 -5.69587
N 3.46281 -3.10895 -4.23455
O 4.15982 -4.05235 -4.55714
O 3.57106 -2.49296 -3.19552
H -0.40796 -1.66133 -7.54954
H 1.05202 -3.57385 -8.11836
H 2.87527 -4.23974 -6.56339
H 1.77195 -1.09095 -3.90171
H -0.05092 -0.41110 -5.44639

Cartesian forces (eV/Å) of the 6 atoms listed first:
C -0.158 0.077 0.158
C -0.055 -0.263 -0.411
C 0.096 0.389 0.845
I -0.237 -0.052 -0.470
C -0.328 0.063 -0.615
O 0.161 0.150 0.332

Entry 4:
DFT (ωB97M-V with the def2-TZVPD basis set) results for one molecule with the formula C2H3NO3 in a non-equilibrium geometry.

Computed properties:
- LUMO: 0.61 eV
- SMILES string: N[C@]12OO[C@H]1O2
- Total energy: -9749.08289 eV
- E_HOMO: -0.3413 hartree
- Energy relative to the best compared isomer or geometry (same formula, charge and spin): 161.6 kcal/mol

Cartesian coordinates (Å):
C 0.00609 0.31745 -0.21956
N 1.27195 0.33202 0.47159
C -0.94003 -0.83787 -0.17019
O -0.15547 -0.54738 -1.32948
O -1.04829 1.18708 0.17206
O -1.99418 0.06986 0.16736
H 1.59533 1.29531 0.53564
H 1.95937 -0.14975 -0.10517
H -0.69476 -1.66672 0.47776

Cartesian forces (eV/Å) of the 6 atoms listed first:
C -0.066 -3.977 2.375
N -0.480 1.209 -1.010
C 2.321 1.507 1.597
O -1.412 1.425 -0.636
O 0.196 0.526 -1.101
O 0.258 -0.231 -0.964